1.
{
  "formula": "C4H17NO3",
  "method": "ωB97M-V/def2-TZVPD",
  "smiles": "CCNCC.O.O.O",
  "e_homo_ev": -9.09,
  "de_lowest_kj_mol": 149.83,
  "gap_ev": 9.690,
  "e_tot_ev": -12055.1935,
  "lumo_ev": 0.60,
  "elements": ["C", "C", "N", "C", "C", "H", "H", "H", "H", "H", "H", "H", "H", "H", "H", "H", "H", "H", "O", "H", "H", "O", "H", "H", "O"],
  "coordinates": [[-1.150446, -0.703181, 1.265187], [-0.911937, -1.416866, -0.058583], [-0.368757, -0.411968, -1.041155], [0.696182, -0.885560, -1.933963], [1.905766, -1.298060, -1.109937], [-0.745098, 0.331074, 1.410052], [-0.527725, -1.249520, 2.007323], [-2.185697, -0.538476, 1.578595], [-0.285518, -2.273741, 0.048598], [-1.919522, -1.810726, -0.362674], [-1.040300, -0.004153, -1.658616], [0.361689, -1.852389, -2.484315], [0.949168, -0.058562, -2.638126], [2.522946, -0.518168, -0.682319], [1.582473, -1.808617, -0.132510], [2.413305, -2.051090, -1.660687], [-2.554126, 2.479758, 0.723694], [-2.802950, 1.792082, 2.172170], [-2.856534, 1.716155, 1.217231], [-0.136789, 1.595554, -0.781915], [0.477586, 3.055539, -0.724308], [-0.013805, 2.390482, -0.240396], [2.154118, 1.802708, 2.092642], [1.898828, 0.791310, 1.131636], [2.537143, 0.926415, 1.862375]],
  "forces_ev_per_angstrom": [[1.447, 0.425, 1.962], [-2.172, 2.148, -0.982], [0.784, -0.557, -0.251], [-0.309, -1.231, 0.258], [-1.069, -0.682, 2.071], [-0.043, -0.817, -1.077], [-0.942, 0.072, 0.150], [0.177, -0.785, -0.158], [0.610, -0.269, -0.082], [0.900, 0.256, -0.270], [-1.131, -0.151, 0.099], [0.453, 1.609, 0.319], [-0.248, -0.793, 0.261], [0.363, 0.432, -0.688], [0.195, 0.427, -1.523], [1.134, -0.361, -0.323], [0.328, 0.304, 0.631], [0.270, 0.700, -0.220], [-0.738, -0.753, -0.443], [0.270, -0.211, 0.154], [0.049, -0.112, -0.296], [-0.182, 0.319, 0.478], [0.819, -0.546, 0.450], [0.531, -0.659, 0.146], [-1.495, 1.238, -0.668]],
  "mulliken_charge": [-0.795, -0.807, -0.280, -0.316, -1.152, 0.157, 0.263, 0.326, 0.484, 0.314, 0.305, 0.267, 0.309, 0.278, 0.290, 0.366, 0.294, 0.316, -0.626, 0.358, 0.300, -0.633, 0.333, 0.299, -0.648]
}

---

2.
{
  "formula": "C4H17NO3",
  "method": "ωB97M-V/def2-TZVPD",
  "smiles": "CC[C@H](C)N.O.O.O",
  "e_homo_ev": -8.79,
  "de_lowest_kj_mol": 88.94,
  "gap_ev": 9.187,
  "e_tot_ev": -12055.8246,
  "lumo_ev": 0.40,
  "elements": ["C", "C", "C", "C", "N", "H", "H", "H", "H", "H", "H", "H", "H", "H", "H", "H", "H", "H", "O", "H", "H", "O", "H", "H", "O"],
  "coordinates": [[-0.322253, -0.630810, -2.406440], [0.845359, -1.152454, -1.567778], [1.514216, -0.024518, -0.804609], [2.969278, -0.127318, -0.469934], [0.437506, -2.218625, -0.642548], [-0.826646, -1.451915, -2.918810], [-1.076146, -0.269897, -1.699222], [-0.008303, 0.145085, -3.096266], [1.564214, -1.712497, -2.179121], [1.278733, 0.938013, -1.271217], [0.926761, 0.126286, 0.118472], [3.284859, -0.778143, 0.348344], [3.567751, -0.411066, -1.342667], [3.414005, 0.827531, -0.165658], [-0.268418, -2.883766, -0.912040], [0.472383, -2.029683, 0.344884], [-2.904497, 3.189985, 1.044960], [-3.876772, 4.446339, 0.808517], [-3.717405, 3.636991, 1.288253], [-0.668599, 3.672707, -0.805821], [-0.632428, 4.628838, 0.421606], [-1.162412, 3.956871, -0.029256], [1.017755, -4.229100, 3.710980], [-0.382616, -4.345866, 3.065455], [0.073525, -4.109936, 3.887935]],
  "forces_ev_per_angstrom": [[-0.225, -0.596, 0.819], [-0.023, -1.259, -0.008], [-1.176, 0.727, 0.961], [1.658, 0.283, -0.096], [0.192, -0.031, 0.471], [0.219, 0.044, -0.308], [0.070, 0.402, -0.133], [-0.083, 0.052, -0.166], [0.179, 0.853, -0.556], [0.453, -0.173, -0.568], [0.152, -0.343, 0.036], [-0.581, -0.403, -0.125], [-0.160, -0.152, 0.000], [-0.410, 0.161, -0.093], [-0.013, 0.277, -0.115], [-0.259, 0.171, -0.100], [0.154, 0.677, -0.543], [0.618, -0.035, -0.432], [-0.858, -0.607, 1.011], [0.071, 0.136, 0.135], [-0.061, -0.253, -0.243], [0.078, 0.071, 0.068], [-0.355, 0.006, -0.029], [0.284, 0.072, 0.324], [0.076, -0.079, -0.309]],
  "mulliken_charge": [-1.433, 0.617, -0.481, -1.291, -0.516, 0.389, 0.320, 0.350, 0.155, 0.256, 0.344, 0.304, 0.325, 0.361, 0.157, 0.147, 0.337, 0.306, -0.645, 0.318, 0.306, -0.622, 0.322, 0.317, -0.642]
}

---

3.
{
  "formula": "C4H17NO3",
  "method": "ωB97M-V/def2-TZVPD",
  "smiles": "CCCCN.O.O.O",
  "e_homo_ev": -9.73,
  "de_lowest_kj_mol": 138.45,
  "gap_ev": 10.325,
  "e_tot_ev": -12055.3114,
  "lumo_ev": 0.60,
  "elements": ["C", "C", "C", "C", "N", "H", "H", "H", "H", "H", "H", "H", "H", "H", "H", "H", "H", "H", "O", "H", "H", "O", "H", "H", "O"],
  "coordinates": [[-1.207762, -1.022245, 2.293764], [-0.024930, -0.025535, 2.605473], [-0.069439, 1.015939, 1.512067], [0.224619, 0.725316, 0.057323], [1.149301, 1.520884, -0.741938], [-1.158068, -1.526500, 1.297206], [-2.135450, -0.495802, 2.332013], [-1.302746, -1.836745, 3.064921], [-0.111588, 0.442313, 3.561975], [0.831380, -0.732030, 2.709758], [-0.990349, 1.590012, 1.637266], [0.710347, 1.789027, 1.732452], [-0.616969, 0.405114, -0.583687], [0.663188, -0.314020, 0.154036], [0.888334, 2.492741, -0.882478], [2.079070, 1.548828, -0.347350], [-2.622402, 1.251565, -2.239147], [-3.978481, 0.790128, -1.691280], [-3.351608, 0.641232, -2.404746], [1.645258, 0.381586, -3.036711], [0.302249, 0.213802, -2.557032], [0.769319, 0.202403, -3.394261], [2.562857, -3.141420, -0.994362], [2.731883, -3.275506, -2.385531], [3.011988, -2.641088, -1.699729]],
  "forces_ev_per_angstrom": [[0.491, -0.882, 1.029], [-0.936, -2.916, -1.482], [1.394, 3.071, 0.532], [0.504, -3.577, -0.550], [-0.034, 0.359, 0.322], [0.327, 0.554, 0.719], [-0.803, 0.461, -0.093], [0.266, 0.686, -0.694], [-0.419, 0.312, 0.615], [0.155, 1.081, -0.621], [-0.243, -0.128, -0.017], [-0.404, -0.382, 0.175], [-0.293, 0.879, 0.438], [0.303, 0.892, -0.470], [-0.346, -0.219, 0.111], [0.037, -0.187, 0.181], [-0.158, -0.078, -0.054], [0.017, 0.039, 0.024], [0.158, 0.045, 0.031], [0.254, 0.063, -0.314], [-0.448, 0.002, 0.050], [0.184, -0.115, 0.052], [0.423, 0.796, 0.469], [0.528, 0.779, -0.513], [-0.955, -1.534, 0.062]],
  "mulliken_charge": [-1.068, -0.462, -0.553, -0.365, -0.507, 0.263, 0.331, 0.334, 0.327, 0.273, 0.319, 0.270, 0.202, 0.227, 0.186, 0.241, 0.313, 0.318, -0.637, 0.331, 0.319, -0.661, 0.306, 0.318, -0.622]
}

---

4.
{
  "formula": "C4H17NO3",
  "method": "ωB97M-V/def2-TZVPD",
  "smiles": "CCCCN.O.O.O",
  "e_homo_ev": -9.69,
  "de_lowest_kj_mol": 295.12,
  "gap_ev": 10.208,
  "e_tot_ev": -12053.6877,
  "lumo_ev": 0.52,
  "elements": ["C", "C", "C", "C", "N", "H", "H", "H", "H", "H", "H", "H", "H", "H", "H", "H", "H", "H", "O", "H", "H", "O", "H", "H", "O"],
  "coordinates": [[-1.902930, -2.283662, 1.137903], [-2.572321, -1.371036, 0.261017], [-1.745077, -1.007721, -0.902326], [-0.543993, -0.056318, -0.662773], [0.350597, 0.303009, -1.814614], [-0.940895, -1.959076, 1.364193], [-1.701463, -3.287659, 0.478493], [-2.349039, -2.600059, 1.961488], [-3.646676, -1.947200, 0.068507], [-2.829758, -0.532330, 0.830859], [-1.484288, -1.986542, -1.492500], [-2.546142, -0.458395, -1.471828], [-0.114269, -0.291572, 0.275818], [-1.008529, 0.831504, -0.344301], [1.041817, -0.387308, -2.084406], [-0.185906, 0.456742, -2.674470], [3.249964, -2.262968, -0.520292], [2.220546, -1.211883, -0.720156], [2.738508, -1.765337, -1.118934], [1.987160, 1.397903, 0.522176], [1.898351, 2.327319, -0.686718], [2.026629, 2.276453, 0.300941], [1.135573, 2.800218, 2.835418], [-0.209360, 3.378149, 2.838671], [0.686696, 3.479448, 2.382795]],
  "forces_ev_per_angstrom": [[2.940, -3.945, -4.107], [-3.479, -1.822, 0.182], [-0.847, -0.668, -3.298], [-1.021, -0.443, -1.558], [-0.519, -0.344, 0.595], [1.858, 0.610, 0.703], [-0.333, 1.993, 1.618], [-2.304, -1.124, 3.714], [2.511, 1.858, -0.417], [-0.620, 1.783, 0.661], [-0.214, 1.838, 0.936], [1.296, -0.290, -0.573], [1.707, -0.835, 0.484], [-0.671, 1.672, -0.032], [-0.219, -0.300, 0.299], [-0.038, 0.050, 0.682], [0.696, -0.656, 1.186], [-4.495, 4.890, 4.042], [3.821, -4.236, -5.134], [-0.206, -3.306, 0.549], [0.082, -0.369, 1.627], [0.266, 3.461, -2.396], [1.461, -1.286, 0.559], [1.552, 0.621, -1.096], [-3.224, 0.848, 0.773]],
  "mulliken_charge": [-1.338, -0.355, -0.306, -0.677, -0.490, 0.322, 0.215, 0.471, 0.211, 0.334, 0.246, 0.239, 0.382, 0.332, 0.186, 0.267, 0.293, 0.244, -0.562, 0.271, 0.314, -0.595, 0.284, 0.306, -0.595]
}